Here is the molecule C4H6N2 at a distorted geometry from the OMol25 dataset. Energies are from the ωB97M-V functional and the def2-TZVPD basis.

Atoms and positions in Å:
C1 1.669 1.018 0.214
C2 0.348 0.509 0.620
N1 -0.614 0.598 -0.192
C3 -1.511 -0.516 -0.068
C4 -1.153 -1.482 -1.133
N2 -0.948 -2.250 -1.974
H1 1.639 1.205 -0.863
H2 1.889 1.917 0.775
H3 2.407 0.236 0.427
H4 0.238 -0.047 1.565
H5 -2.495 -0.128 -0.266
H6 -1.470 -1.062 0.894

Its spin multiplicity is 1. The value obtained for the orbital gap is 0.408 hartree. As for the structure (SMILES): C/C=N/CC#N. For the energy relative to the best compared isomer or geometry (same formula, charge and spin), the calculation gives 39.1 kcal per mole. As for the HOMO energy: -0.3748 hartree.